1.
Entry from OMol25: a cluster of 4 separate species, C40H88Br2N4O3 in total (the ωB97M-V functional and the def2-TZVPD basis).

Results
Frontier orbital gap: 8.514 eV
E_tot: -7169.495982 hartree
Maximum force: 0.715 eV Å⁻¹
LUMO level: 0.41 eV
Highest occupied orbital energy: -8.1 eV
2S+1: 1

Structure (XYZ):
```
137
Properties=species:S:1:pos:R:3:forces:R:3
C 5.396 -0.853 4.486 -0.067 -0.030 -0.164
C 5.590 0.625 4.820 0.048 0.029 -0.109
C 4.312 1.464 4.715 -0.130 -0.485 0.039
C 3.458 1.146 3.485 0.056 0.108 -0.102
C 2.533 2.294 3.083 -0.113 -0.097 0.113
C 1.920 2.127 1.692 0.271 -0.046 0.081
C 1.276 0.767 1.458 -0.362 0.109 -0.172
C 0.417 0.712 0.190 0.398 -0.304 0.244
C 0.090 -0.738 -0.221 0.096 0.147 -0.511
C -1.359 -0.931 -0.682 -0.175 0.233 0.268
C -2.358 -1.233 0.442 0.436 -0.078 0.028
C -2.043 -2.558 1.138 0.193 0.425 0.051
N -3.056 -2.871 2.160 -0.364 -0.357 -0.386
C -4.338 -2.933 1.558 0.064 -0.109 -0.188
O -4.575 -3.337 0.459 -0.024 -0.012 0.088
O -5.375 -2.555 2.375 -0.089 0.244 0.180
O -5.113 -1.152 2.675 0.137 -0.122 0.087
C -6.212 -0.673 3.453 -0.285 -0.266 -0.033
C -6.598 0.730 2.976 0.245 0.197 -0.193
C -6.394 0.857 1.463 0.038 0.089 0.122
C -5.865 1.882 3.714 -0.008 -0.075 0.087
C -6.716 2.461 4.842 0.149 0.127 -0.113
C -4.485 1.487 4.244 -0.095 -0.007 -0.104
C -2.914 -4.108 2.972 -0.382 0.511 0.324
Br -1.291 -5.078 2.557 0.208 -0.177 -0.204
C -3.099 -3.947 4.526 0.361 0.153 -0.042
C -2.054 -4.599 5.417 -0.211 -0.083 0.298
Br -3.173 -2.081 5.097 -0.026 0.067 -0.112
H 4.459 -1.241 4.893 0.072 -0.007 0.132
H 6.217 -1.456 4.873 -0.007 -0.017 0.019
H 5.358 -1.017 3.408 -0.053 0.014 0.033
H 6.341 1.052 4.149 0.070 -0.080 0.029
H 5.991 0.700 5.833 0.013 0.146 -0.011
H 4.569 2.525 4.717 -0.002 0.031 0.124
H 3.711 1.247 5.604 -0.047 0.281 0.019
H 2.865 0.252 3.693 0.050 -0.027 -0.139
H 4.095 0.900 2.625 0.064 0.057 0.057
H 1.728 2.394 3.821 0.044 -0.004 0.042
H 3.108 3.223 3.123 -0.078 0.063 -0.054
H 2.724 2.269 0.960 -0.117 0.032 -0.125
H 1.179 2.912 1.521 0.021 0.045 -0.029
H 0.637 0.519 2.315 0.103 -0.146 0.047
H 2.041 -0.009 1.368 0.031 0.027 0.180
H 0.993 1.183 -0.613 -0.224 0.118 -0.081
H -0.504 1.282 0.336 0.026 0.094 -0.007
H 0.742 -1.003 -1.059 0.064 -0.036 0.089
H 0.364 -1.417 0.588 -0.143 -0.059 0.044
H -1.439 -1.691 -1.463 0.048 -0.092 0.059
H -1.683 0.014 -1.130 0.012 -0.108 -0.211
H -2.301 -0.433 1.187 -0.226 0.015 0.005
H -3.355 -1.256 0.004 -0.086 0.119 0.108
H -1.938 -3.352 0.393 -0.038 -0.036 0.066
H -1.099 -2.430 1.663 0.003 -0.213 -0.005
H -5.927 -0.701 4.505 -0.036 -0.012 0.105
H -7.051 -1.357 3.317 0.034 0.008 -0.130
H -7.669 0.834 3.168 -0.003 -0.006 0.104
H -6.882 0.045 0.921 0.045 0.023 -0.053
H -6.786 1.811 1.108 -0.109 -0.061 -0.020
H -5.328 0.840 1.231 -0.014 -0.065 -0.085
H -5.714 2.678 2.978 -0.035 -0.005 -0.017
H -6.213 3.320 5.292 -0.018 -0.055 0.061
H -6.888 1.722 5.628 -0.063 -0.019 -0.010
H -7.678 2.810 4.460 -0.048 -0.070 0.072
H -3.890 0.967 3.490 0.026 0.048 0.010
H -3.943 2.376 4.569 0.049 -0.023 -0.006
H -4.579 0.823 5.106 0.062 0.020 0.016
H -3.702 -4.790 2.653 0.142 -0.173 0.079
H -4.077 -4.358 4.764 -0.056 0.162 -0.009
H -2.057 -5.683 5.300 0.130 0.008 -0.126
H -1.063 -4.192 5.227 0.004 -0.112 -0.070
H -2.301 -4.382 6.456 -0.051 -0.025 -0.042
C -4.846 0.584 -2.173 0.016 -0.068 0.015
C -5.908 1.252 -3.031 0.068 -0.006 -0.005
N -6.549 2.371 -2.362 -0.012 -0.009 -0.033
C -7.747 2.839 -3.036 -0.146 -0.002 -0.013
C -7.601 3.452 -4.434 -0.046 0.034 0.027
C -5.655 3.399 -1.860 0.107 0.065 0.106
C -4.720 4.094 -2.860 -0.018 0.048 0.041
H -5.263 0.294 -1.207 0.014 0.019 0.024
H -4.476 -0.315 -2.668 -0.006 -0.010 -0.015
H -3.988 1.235 -1.999 0.006 0.007 0.006
H -6.690 0.521 -3.253 -0.028 0.022 -0.018
H -5.461 1.528 -3.999 -0.007 0.009 0.008
H -8.241 3.561 -2.380 0.037 0.018 0.015
H -8.429 1.986 -3.105 0.042 -0.034 -0.009
H -7.167 4.451 -4.402 0.048 -0.020 -0.004
H -8.586 3.543 -4.897 -0.003 -0.001 0.002
H -6.988 2.832 -5.089 0.009 -0.009 0.004
H -5.040 2.954 -1.073 -0.004 -0.047 -0.016
H -6.267 4.149 -1.353 -0.042 0.004 -0.042
H -4.239 3.379 -3.529 0.007 -0.021 0.008
H -3.929 4.618 -2.320 -0.003 0.003 0.005
H -5.240 4.831 -3.470 -0.010 -0.044 -0.045
C 3.895 1.526 -3.010 0.033 -0.015 0.012
C 3.698 0.351 -3.957 0.063 0.059 -0.022
N 2.360 -0.209 -3.902 -0.012 -0.025 0.004
C 2.241 -1.495 -4.563 0.011 -0.144 0.006
C 2.457 -1.551 -6.081 -0.046 -0.045 0.009
C 1.278 0.732 -4.125 -0.189 0.124 0.127
C 1.235 1.502 -5.452 -0.002 -0.024 0.001
H 3.621 1.250 -1.990 -0.031 -0.003 0.000
H 4.944 1.828 -3.014 0.005 0.000 0.005
H 3.306 2.396 -3.302 -0.002 0.003 -0.001
H 4.390 -0.445 -3.670 -0.011 -0.029 -0.034
H 3.991 0.661 -4.973 -0.001 0.015 0.014
H 1.255 -1.905 -4.327 -0.025 0.039 -0.001
H 2.963 -2.168 -4.089 0.037 0.043 0.005
H 1.615 -1.130 -6.630 0.025 0.047 0.002
H 2.562 -2.591 -6.396 -0.001 -0.003 0.001
H 3.363 -1.025 -6.383 0.007 0.009 0.009
H 1.303 1.457 -3.307 0.017 0.024 -0.025
H 0.336 0.192 -3.995 0.023 -0.069 -0.012
H 2.216 1.890 -5.730 0.010 0.006 0.015
H 0.561 2.355 -5.356 -0.006 -0.001 0.007
H 0.867 0.890 -6.274 0.063 -0.017 -0.013
C 10.245 -2.346 -2.501 0.022 -0.017 0.016
C 9.324 -2.199 -1.299 0.018 -0.060 -0.037
N 8.491 -1.012 -1.363 -0.017 -0.002 0.021
C 7.826 -0.702 -0.111 0.002 0.081 0.129
C 6.782 -1.690 0.424 -0.028 0.053 0.002
C 7.684 -0.877 -2.563 -0.038 0.032 -0.179
C 6.699 -2.004 -2.901 -0.066 0.073 -0.021
H 10.845 -1.446 -2.640 -0.020 0.020 -0.010
H 10.921 -3.188 -2.345 0.005 -0.001 0.001
H 9.694 -2.539 -3.422 -0.007 -0.001 -0.002
H 9.938 -2.111 -0.399 -0.032 0.005 0.032
H 8.741 -3.127 -1.185 0.005 0.005 -0.001
H 7.364 0.284 -0.211 -0.012 -0.003 -0.041
H 8.608 -0.586 0.646 0.026 -0.040 -0.019
H 5.850 -1.648 -0.138 0.016 -0.033 -0.029
H 6.546 -1.444 1.461 0.008 0.002 0.003
H 7.148 -2.718 0.408 0.008 -0.005 -0.008
H 8.359 -0.749 -3.412 0.045 -0.033 0.031
H 7.141 0.069 -2.488 -0.025 -0.011 0.056
H 7.149 -2.992 -2.791 0.035 0.009 0.008
H 6.377 -1.907 -3.940 0.001 -0.003 -0.002
H 5.805 -1.968 -2.279 0.023 -0.067 0.036
```
Positions in Å, forces in eV/Å.

Here are the Mulliken charges for atoms 1 to 2, given in e: number 1, C, carries -0.9111; number 2, C, carries -0.5038

---

2.
Entry from OMol25: the molecule CH3ClN2S (the ωB97M-V functional and the def2-TZVPD basis).

Results
Frontier orbital gap: 9.498 eV
E_tot: -1007.744324 hartree
Maximum force: 5.372 eV Å⁻¹
LUMO level: 0.46 eV
Highest occupied orbital energy: -9.0 eV
2S+1: 1

Structure (XYZ):
```
8
Properties=species:S:1:pos:R:3:forces:R:3
H -1.551 -2.251 0.245 -0.745 0.750 -0.467
N -1.192 -1.328 -0.019 -1.575 3.527 1.649
C -1.873 -0.187 0.153 3.222 -3.881 -1.848
Cl -3.601 0.029 0.030 0.369 0.010 0.525
S -0.919 1.314 -0.051 -0.943 -0.324 -0.536
N 0.730 0.837 -0.021 -0.765 0.626 2.356
H 0.789 -0.186 -0.242 -0.006 1.054 0.789
H 0.931 1.152 1.007 0.442 -1.763 -2.469
```
Positions in Å, forces in eV/Å.

Here are the Mulliken charges for atoms 1 to 2, given in e: number 1, H, carries 0.2295; number 2, N, carries -0.6237

---

3.
Entry from OMol25: a cluster of 6 separate species, CH16N2O5 in total (the ωB97M-V functional and the def2-TZVPD basis).

Results
Frontier orbital gap: 9.262 eV
E_tot: -533.369250 hartree
Maximum force: 2.067 eV Å⁻¹
LUMO level: -0.07 eV
Highest occupied orbital energy: -9.3 eV
2S+1: 1

Structure (XYZ):
```
24
Properties=species:S:1:pos:R:3:forces:R:3
N 2.197 0.848 -1.704 -1.483 -0.426 -0.960
C 0.819 0.312 -1.718 -0.170 1.195 1.678
N 0.695 -1.014 -1.028 -0.711 1.252 -0.611
H 2.572 0.710 -0.789 0.346 -0.203 0.624
H 2.703 0.258 -2.340 0.716 -0.075 -0.157
H 0.224 1.059 -1.110 0.389 -0.884 -0.833
H 0.434 0.314 -2.756 0.204 0.003 0.512
H -0.336 -1.131 -0.842 1.529 -0.217 -0.815
H 1.018 -1.633 -1.768 -0.483 -0.711 0.499
O 2.734 -2.065 1.424 1.049 0.166 0.483
H 2.590 -2.747 0.770 -0.507 0.087 -0.120
H 1.906 -1.650 1.658 -0.460 -0.305 -0.374
O -2.142 2.059 -0.504 -0.002 0.000 -0.463
H -2.521 2.786 -0.010 0.033 0.049 0.112
H -1.287 1.855 -0.112 -0.135 0.130 0.361
O -2.185 -0.489 -1.543 0.698 -0.562 -1.351
H -2.260 0.469 -1.425 -0.629 -0.355 0.903
H -2.521 -1.076 -0.871 -0.546 0.734 0.460
O -1.025 1.361 2.148 0.311 0.615 0.270
H -0.576 2.168 2.453 -0.056 -0.389 -0.161
H -1.764 1.279 2.761 -0.063 -0.194 -0.051
O -0.464 -1.559 2.730 0.427 1.053 -0.780
H -0.899 -1.357 1.891 -0.519 -0.685 -0.064
H 0.088 -0.757 2.686 0.062 -0.279 0.838
```
Positions in Å, forces in eV/Å.

Here are the Mulliken charges for atoms 1 to 2, given in e: number 1, N, carries -0.6290; number 2, C, carries -0.1529

---

4.
Entry from OMol25: the ion C2H3BrO2P with charge -1 (the ωB97M-V functional and the def2-TZVPD basis).

Results
Frontier orbital gap: 8.259 eV
E_tot: -3143.913174 hartree
Maximum force: 7.079 eV Å⁻¹
LUMO level: 3.51 eV
Highest occupied orbital energy: -4.8 eV
Charge: -1
2S+1: 1

Structure (XYZ):
```
9
Properties=species:S:1:pos:R:3:forces:R:3
C 1.391 0.375 0.438 -2.738 -0.892 1.870
C 0.486 0.363 -0.504 -0.614 -1.192 -2.804
P -1.055 -0.512 -0.164 1.552 -4.824 3.268
O -0.588 -1.483 1.343 -2.475 3.720 -5.490
O -1.640 -1.094 -1.440 0.933 0.276 1.797
Br -2.426 1.198 0.182 -0.494 0.620 0.660
H 2.305 0.825 0.421 2.574 0.855 -0.283
H 0.930 -0.084 1.354 1.063 0.527 -0.321
H 0.596 0.411 -1.629 0.199 0.909 1.303
```
Positions in Å, forces in eV/Å.

Here are the Mulliken charges for atoms 1 to 2, given in e: number 1, C, carries -0.5056; number 2, C, carries -0.3377